1.
The following is a quantum chemistry calculation of 9 unconnected molecules or ions with the total composition C36H77NO18P, from the Open Molecules 2025 dataset.

Positions of all 133 atoms, in Å:
C  -1.962  4.231  -0.542
N  -1.432  2.875  -0.607
C  -2.423  1.937  -0.102
C  -1.864  0.646  0.520
C  -2.982  0.051  1.392
O  -2.889  0.621  2.664
P  -1.215  1.067  3.083
O  -0.762  0.855  1.340
H  -1.156  4.943  -0.747
H  -2.353  4.481  0.458
H  -2.754  4.371  -1.288
H  -0.587  2.851  -0.038
H  -3.098  1.628  -0.917
H  -3.036  2.405  0.686
H  -1.583  -0.086  -0.263
H  -3.977  0.342  1.009
H  -2.968  -1.054  1.412
H  -1.554  1.193  4.482
H  -1.544  2.433  2.771
H  0.160  1.406  3.369
H  -0.951  -0.361  3.241
O  0.726  4.113  1.273
C  1.850  4.320  0.901
O  2.356  3.454  0.004
C  3.619  3.555  -0.669
C  4.743  2.947  0.133
C  2.735  5.424  1.420
H  3.843  4.579  -0.973
H  3.408  2.962  -1.553
H  4.922  3.493  1.061
H  5.669  2.949  -0.444
H  4.488  1.916  0.389
H  3.184  5.095  2.357
H  2.120  6.299  1.619
H  3.519  5.706  0.723
O  3.374  1.225  -2.830
C  2.190  0.980  -2.748
O  1.808  -0.310  -2.723
C  0.455  -0.679  -2.407
C  -0.454  -0.617  -3.617
C  1.151  2.075  -2.706
H  0.080  -0.078  -1.578
H  0.532  -1.704  -2.047
H  -0.534  0.399  -4.005
H  -1.454  -0.961  -3.351
H  -0.065  -1.252  -4.415
H  0.947  2.392  -3.731
H  1.569  2.917  -2.165
H  0.214  1.818  -2.219
O  5.214  6.827  -0.209
C  6.336  6.887  -0.643
O  6.729  5.949  -1.522
C  7.992  5.987  -2.198
C  9.107  5.402  -1.358
C  7.317  7.934  -0.172
H  8.214  7.001  -2.535
H  7.835  5.381  -3.089
H  9.272  5.982  -0.448
H  10.037  5.390  -1.930
H  8.859  4.385  -1.057
H  7.752  7.590  0.766
H  6.763  8.850  0.019
H  8.118  8.150  -0.874
O  0.162  4.958  -5.189
C  0.288  6.109  -4.877
O  1.422  6.481  -4.244
C  1.750  7.843  -3.965
C  1.118  8.340  -2.682
C  -0.807  7.125  -5.116
H  1.503  8.477  -4.820
H  2.835  7.842  -3.870
H  0.029  8.334  -2.736
H  1.446  9.360  -2.475
H  1.414  7.703  -1.848
H  -1.530  7.041  -4.305
H  -1.302  6.868  -6.049
H  -0.465  8.155  -5.176
O  8.022  2.490  0.808
C  7.821  1.303  0.812
O  8.023  0.623  -0.334
C  7.863  -0.797  -0.437
C  6.419  -1.184  -0.678
C  7.256  0.597  2.020
H  8.286  -1.296  0.437
H  8.477  -1.077  -1.292
H  5.779  -0.897  0.156
H  6.337  -2.263  -0.817
H  6.039  -0.687  -1.570
H  6.175  0.745  2.019
H  7.666  1.071  2.908
H  7.465  -0.468  2.065
O  -6.974  -5.613  -0.409
C  -6.731  -4.692  0.334
O  -5.471  -4.226  0.365
C  -5.063  -3.058  1.100
C  -4.813  -3.353  2.563
C  -7.749  -4.162  1.306
H  -5.781  -2.249  0.962
H  -4.134  -2.746  0.629
H  -5.719  -3.686  3.071
H  -4.442  -2.456  3.062
H  -4.063  -4.139  2.664
H  -7.722  -4.818  2.176
H  -8.730  -4.241  0.845
H  -7.597  -3.133  1.624
O  -8.620  -6.293  3.781
C  -8.059  -7.358  3.711
O  -7.526  -7.714  2.529
C  -6.670  -8.855  2.360
C  -7.456  -10.133  2.159
C  -7.979  -8.302  4.887
H  -5.959  -8.930  3.183
H  -6.093  -8.625  1.467
H  -8.058  -10.380  3.035
H  -6.773  -10.962  1.969
H  -8.129  -10.029  1.308
H  -8.909  -8.869  4.934
H  -7.894  -7.704  5.791
H  -7.145  -8.996  4.848
O  -3.704  -10.766  2.367
C  -3.297  -9.819  1.740
O  -3.664  -8.588  2.130
C  -3.162  -7.382  1.521
C  -3.946  -7.024  0.281
C  -2.452  -9.994  0.500
H  -2.089  -7.458  1.340
H  -3.300  -6.621  2.288
H  -3.847  -7.787  -0.494
H  -3.617  -6.071  -0.129
H  -5.005  -6.934  0.522
H  -3.117  -10.197  -0.340
H  -1.812  -10.860  0.651
H  -1.830  -9.139  0.253

Charge: -1
Kohn-Sham gap in eV: 5.876
Largest force on an atom in eV/Å: 0.8
Energy above the lowest of the compared OMol25 structures with the same formula, charge and spin in kcal/mol: 5.4

These are the Löwdin partial charges, in e, on atoms 1 to 99:
1 C -0.1546
2 N -0.1052
3 C -0.2159
4 C -0.4301
5 C -0.2991
6 O -0.4003
7 P 0.4179
8 O -0.3587
9 H 0.0597
10 H 0.0761
11 H 0.0667
12 H 0.0669
13 H 0.1132
14 H 0.1057
15 H 0.1145
16 H 0.1080
17 H 0.0819
18 H -0.0688
19 H -0.0215
20 H -0.0613
21 H -0.0297
22 O 0.0997
23 C -0.5088
24 O -0.0142
25 C -0.2198
26 C -0.0484
27 C 0.0220
28 H 0.1113
29 H 0.0768
30 H 0.0791
31 H 0.0752
32 H 0.0813
33 H 0.0966
34 H 0.0882
35 H 0.0339
36 O 0.0652
37 C -0.4993
38 O -0.0008
39 C -0.2249
40 C -0.0630
41 C 0.0286
42 H 0.0959
43 H 0.1221
44 H 0.0692
45 H 0.0790
46 H 0.0757
47 H 0.0977
48 H 0.0669
49 H 0.0562
50 O 0.0922
51 C -0.5114
52 O 0.0053
53 C -0.2307
54 C -0.0564
55 C 0.0143
56 H 0.1091
57 H 0.1244
58 H 0.0700
59 H 0.0807
60 H 0.0726
61 H 0.0979
62 H 0.0892
63 H 0.0670
64 O 0.1066
65 C -0.5239
66 O -0.0006
67 C -0.2420
68 C -0.0593
69 C 0.0119
70 H 0.1088
71 H 0.1207
72 H 0.0696
73 H 0.0793
74 H 0.0826
75 H 0.0969
76 H 0.0883
77 H 0.0648
78 O 0.0831
79 C -0.5353
80 O -0.0028
81 C -0.2371
82 C -0.0547
83 C 0.0192
84 H 0.1073
85 H 0.1195
86 H 0.0724
87 H 0.0807
88 H 0.0870
89 H 0.0927
90 H 0.0909
91 H 0.0692
92 O 0.0800
93 C -0.5304
94 O -0.0226
95 C -0.2231
96 C -0.0495
97 C 0.0200
98 H 0.1188
99 H 0.1073

=====

2.
The following is a quantum chemistry calculation of a single C4H9NO molecule in a non-equilibrium geometry, from the Open Molecules 2025 dataset.

Positions of all 15 atoms, in Å:
C  -1.891  1.501  0.556
C  -0.586  0.529  0.563
C  -1.039  -0.970  1.014
N  0.224  0.457  -0.772
C  1.594  -0.444  -0.428
O  2.243  -1.073  -1.305
H  -2.202  1.729  1.678
H  -2.852  1.028  0.051
H  -1.516  2.436  -0.133
H  0.162  1.001  1.283
H  -1.387  -1.005  2.210
H  -1.931  -1.385  0.449
H  -0.125  -1.652  1.065
H  -0.197  0.086  -1.626
H  2.071  -0.553  0.634

Structure (SMILES): CC(C)NC=O
Kohn-Sham gap in eV: 10.554
Largest force on an atom in eV/Å: 5.1
Energy above the lowest of the compared OMol25 structures with the same formula, charge and spin in kcal/mol: 84.1

The computed Löwdin charges, all in e, follow:
1 C -0.1150
2 C -0.4326
3 C -0.1110
4 N 0.0086
5 C -0.1893
6 O -0.0357
7 H 0.0921
8 H 0.0824
9 H 0.1050
10 H 0.1241
11 H 0.1157
12 H 0.0707
13 H 0.0523
14 H 0.0878
15 H 0.1449

=====

3.
The following is a quantum chemistry calculation of a molecular structure, C19H40FINO15PS in a non-equilibrium geometry, from the Open Molecules 2025 dataset.

Positions of all 79 atoms, in Å:
C  4.504  0.803  1.631
C  3.017  0.356  2.247
C  1.903  0.759  1.105
N  0.476  0.821  1.605
P  -0.422  -0.696  1.344
O  -1.340  -0.960  2.832
I  1.039  -2.660  1.126
S  -0.309  1.978  0.501
O  0.219  1.671  -0.950
O  -1.862  1.740  0.421
F  0.021  3.617  0.887
H  4.633  0.349  0.535
H  4.528  1.970  1.549
H  5.319  0.347  2.351
H  2.813  0.832  3.309
H  3.110  -0.811  2.434
H  2.049  0.091  0.145
H  2.180  1.868  0.761
H  -2.077  -0.256  2.761
C  -3.836  0.772  -2.280
C  -2.520  0.156  -2.724
O  -2.659  -1.260  -2.901
C  -3.236  -1.650  -4.065
O  -3.631  -0.912  -4.954
O  -3.327  -3.003  -4.057
C  -3.998  -3.544  -5.192
H  -4.223  0.257  -1.394
H  -3.707  1.833  -2.048
H  -4.598  0.680  -3.059
H  -1.767  0.305  -1.941
H  -2.138  0.630  -3.635
H  -3.562  -3.175  -6.126
H  -5.065  -3.304  -5.143
H  -3.886  -4.632  -5.167
C  -9.934  3.581  -0.998
C  -8.560  4.057  -1.438
O  -7.791  2.968  -1.964
C  -8.078  2.610  -3.240
O  -8.913  3.132  -3.962
O  -7.297  1.550  -3.566
C  -7.561  1.015  -4.861
H  -9.844  2.736  -0.305
H  -10.484  4.388  -0.506
H  -10.523  3.232  -1.850
H  -8.013  4.442  -0.569
H  -8.628  4.875  -2.164
H  -7.523  1.795  -5.629
H  -8.534  0.515  -4.866
H  -6.789  0.274  -5.086
C  6.117  6.568  6.118
C  6.590  5.132  5.969
O  6.162  4.585  4.715
C  6.902  4.944  3.636
O  7.884  5.670  3.648
O  6.345  4.379  2.537
C  6.979  4.747  1.314
H  5.035  6.635  5.961
H  6.357  6.952  7.114
H  6.588  7.218  5.375
H  6.137  4.516  6.755
H  7.678  5.050  6.081
H  8.058  4.569  1.355
H  6.769  5.798  1.088
H  6.560  4.131  0.514
C  4.850  -9.288  1.562
C  4.271  -7.976  2.065
O  4.043  -7.072  0.976
C  2.917  -7.295  0.255
O  2.097  -8.178  0.457
O  2.874  -6.387  -0.751
C  1.776  -6.564  -1.644
H  5.742  -9.105  0.954
H  5.116  -9.939  2.400
H  4.134  -9.817  0.927
H  4.993  -7.493  2.734
H  3.352  -8.134  2.642
H  0.826  -6.612  -1.102
H  1.926  -7.469  -2.241
H  1.744  -5.705  -2.318

Kohn-Sham gap in eV: 7.145
Largest force on an atom in eV/Å: 8.7
Energy above the lowest of the compared OMol25 structures with the same formula, charge and spin in kcal/mol: 76.1

The computed Löwdin charges, all in e, follow:
1 C -0.1316
2 C -0.2433
3 C -0.3716
4 N -0.4365
5 P 0.5154
6 O -0.4082
7 I 0.4919
8 S 0.8419
9 O -0.3550
10 O -0.3805
11 F -0.2205
12 H 0.0928
13 H 0.0717
14 H 0.0872
15 H 0.1237
16 H 0.0596
17 H 0.1013
18 H 0.1269
19 H 0.0691
20 C -0.0591
21 C -0.2108
22 O 0.0252
23 C -0.5498
24 O 0.1011
25 O -0.0094
26 C -0.0554
27 H 0.0864
28 H 0.0828
29 H 0.0608
30 H 0.0912
31 H 0.1285
32 H 0.0963
33 H 0.0975
34 H 0.0928
35 C -0.0703
36 C -0.2203
37 O 0.0211
38 C -0.5487
39 O 0.1061
40 O -0.0151
41 C -0.0464
42 H 0.0819
43 H 0.0792
44 H 0.0745
45 H 0.1231
46 H 0.1241
47 H 0.0993
48 H 0.0993
49 H 0.0898
50 C -0.0692
51 C -0.2198
52 O 0.0199
53 C -0.5500
54 O 0.1085
55 O -0.0186
56 C -0.0519
57 H 0.0823
58 H 0.0802
59 H 0.0749
60 H 0.1233
61 H 0.1245
62 H 0.0985
63 H 0.1006
64 H 0.0907
65 C -0.0692
66 C -0.2196
67 O 0.0200
68 C -0.5514
69 O 0.1082
70 O -0.0177
71 C -0.0519
72 H 0.0823
73 H 0.0800
74 H 0.0749
75 H 0.1232
76 H 0.1245
77 H 0.0978
78 H 0.1003
79 H 0.0949

=====

4.
The following is a quantum chemistry calculation of a molecular structure, C18H12Cl4NO5Pd in a non-equilibrium geometry, from the Open Molecules 2025 dataset.

Positions of all 41 atoms, in Å:
Pd  0.356  -0.012  -0.832
Cl  -5.290  1.419  -5.110
C  -3.700  1.170  -4.420
C  -3.516  1.300  -3.056
C  -2.250  1.102  -2.548
Cl  -1.989  1.216  -0.821
C  -1.110  0.783  -3.315
O  0.071  0.672  -2.817
C  -1.381  0.651  -4.698
Cl  -0.058  0.235  -5.744
C  -2.637  0.837  -5.242
H  -4.342  1.547  -2.402
H  -2.781  0.718  -6.307
O  2.005  -3.718  -1.662
Cl  1.430  -2.447  -1.325
O  1.207  -2.337  0.113
O  2.323  -1.353  -1.730
O  0.146  -2.270  -1.997
C  4.680  0.525  2.056
C  3.819  -0.187  2.886
C  2.473  -0.290  2.586
C  1.949  0.341  1.452
C  2.822  1.043  0.617
C  4.175  1.124  0.911
N  0.608  0.254  1.083
C  -0.402  -0.098  1.985
C  -1.415  -0.991  1.629
C  -2.469  -1.246  2.494
C  -2.540  -0.629  3.737
C  -1.523  0.244  4.104
C  -0.466  0.505  3.247
H  5.733  0.603  2.295
H  4.208  -0.688  3.765
H  1.820  -0.890  3.206
H  2.425  1.521  -0.268
H  4.834  1.671  0.248
H  -1.357  -1.502  0.678
H  -3.241  -1.945  2.192
H  -3.370  -0.823  4.405
H  -1.556  0.738  5.069
H  0.311  1.205  3.534

Charge: -1
Kohn-Sham gap (spin up / spin down) in eV: 6.061 / 6.283
Largest force on an atom in eV/Å: 2.2
Energy above the lowest of the compared OMol25 structures with the same formula, charge and spin in kcal/mol: 12.6

The computed Löwdin charges, all in e, follow:
1 Pd 0.8722
2 Cl 0.6109
3 C -0.6856
4 C -0.1472
5 C -0.5421
6 Cl 0.7768
7 C -0.5029
8 O -0.2214
9 C -0.5804
10 Cl 0.6851
11 C -0.1495
12 H 0.1026
13 H 0.0996
14 O -0.3271
15 Cl 0.6526
16 O -0.3733
17 O -0.3753
18 O -0.3838
19 C -0.1072
20 C -0.0907
21 C -0.0308
22 C -0.2986
23 C -0.0405
24 C -0.0881
25 N -0.0923
26 C -0.3136
27 C -0.0736
28 C -0.0937
29 C -0.1200
30 C -0.1041
31 C -0.0472
32 H 0.0916
33 H 0.0970
34 H 0.1148
35 H 0.1004
36 H 0.1001
37 H 0.0892
38 H 0.1000
39 H 0.0889
40 H 0.0948
41 H 0.1122